# 1
Below is a cluster of 12 separate species, C30H72F9O15 in total at a distorted geometry, with properties calculated with the ωB97M-V functional and the def2-TZVPD basis.

Highest occupied orbital energy   1.296 eV
Charge   -3
Orbital gap   3.50 eV

Structure (XYZ):
```
126
C30H72F9O15, DFT the ωB97M-V functional and the def2-TZVPD basis
C 3.8980 -0.0422 -4.9314
H 1.8597 -0.4511 -4.4882
H 3.5487 -4.1127 2.0546
C -0.8121 0.2411 5.5964
H 0.5600 0.7853 -2.6076
H 2.4285 -1.6248 1.6261
H -5.3936 -0.4554 -0.2692
H -1.8552 2.7051 2.2789
C 2.4373 0.3579 -4.9351
O -4.1488 -2.9252 -3.4458
H 2.3194 1.2421 -4.3084
H 4.3370 -2.0575 -2.5339
F 3.5225 3.3734 -2.0653
H -1.4936 -1.8272 5.9271
H 0.5704 1.9783 -0.0488
H 2.8151 5.7660 1.9057
H -4.0111 -1.5498 3.7890
H 4.2920 0.1280 -3.9250
C -1.5467 2.4530 -6.5373
H -1.6632 3.2402 -7.2893
C 4.1619 5.1128 0.3724
H 2.7989 -3.3842 4.2567
C -2.1358 3.1209 4.0423
H 2.0045 -3.0000 -0.7482
F 5.9165 -5.2433 -1.8707
H -1.1897 1.0036 -2.5143
H 4.0439 -3.7550 -2.3349
C 3.9263 -2.7877 -1.8171
F 5.0528 -5.3431 0.1228
H -5.4843 -2.1640 3.0594
H 5.0591 5.1922 1.0109
C -4.6521 -3.2589 4.8069
H -7.2374 1.0934 -0.3882
C -3.1901 -2.7226 -2.4022
H -1.5856 0.5282 4.9025
H 0.4426 3.8852 -1.1769
C -3.3186 -3.7190 -1.2841
H -3.4213 -1.6894 -2.1232
C 3.1235 6.0973 0.9152
H -3.7482 1.5058 -0.1667
H 2.0030 -3.7645 1.3466
H 0.0162 -1.5141 -1.4410
H 0.0691 -1.3046 6.7078
C -1.5144 -1.0985 1.7367
C 3.7089 2.2553 -1.2736
H -1.6758 -0.8746 -1.2400
F -1.4758 -1.3850 3.0504
H -4.7183 -4.9996 4.0615
O -0.1773 0.0066 -0.0304
H -0.4877 2.1812 -6.6364
H -4.0080 -2.9106 2.6568
H 2.2921 6.0470 0.2110
H -3.6224 -3.4170 5.1350
H -2.5292 -3.5022 -0.5700
C 2.6845 -3.4480 2.1493
H -4.2717 -3.5233 -0.7850
H 2.1017 0.6097 -5.9429
F -2.2890 0.0038 1.5787
O 4.3665 1.8160 1.0153
O -5.3283 -4.5130 4.6254
C -4.1358 1.1029 -1.1009
H 0.7257 1.1117 6.3225
O 3.5678 3.8573 0.5436
H -1.9852 4.1340 -1.3180
F 4.4382 1.3345 -1.9323
F 2.4539 1.7202 -1.2441
O -6.3432 1.4182 -0.2579
H 5.5407 0.8105 -5.5336
H 5.3809 3.0069 -0.0594
H 4.4692 5.2767 -0.6674
O 0.4399 2.7449 0.5230
H 0.2478 -1.8314 0.9364
H -1.6475 2.4237 -0.9388
O 4.5508 -2.8324 -0.5699
C -0.3827 0.2751 -2.4071
O -2.1944 1.1976 -6.8041
O 0.4522 0.9209 5.4240
C 6.0232 -4.7489 -0.5985
H -2.4363 4.1775 3.9724
C 2.4677 -2.4576 -1.5784
C -1.6021 3.4422 -0.5580
H 1.7991 -2.5936 -2.4341
C -1.9186 2.7900 -5.1198
H -1.5329 3.1490 4.9584
H -2.2100 3.5220 0.3447
C 4.3113 2.7053 0.0707
H 6.5166 -2.7460 -1.3311
H -4.2009 1.9238 -1.8153
H -1.0454 0.6481 6.5946
H -1.6891 3.8072 -4.8054
H -3.3110 -4.7551 -1.6186
H 1.6163 -4.5946 3.6695
H 4.1538 -1.0987 -5.0733
H 3.5113 7.1132 1.0498
H -3.4291 0.3492 -1.4467
O 4.6319 0.7829 -5.8418
F 7.1936 -5.2234 -0.1331
O 3.1560 -2.1273 2.0396
H -2.9956 2.7086 -4.9233
H -1.9570 0.8560 -7.6695
H -5.2627 -2.6871 5.5017
C -0.1121 3.7720 -0.2360
C -3.3759 2.2299 4.2982
C -0.6074 -0.6441 -1.2058
H -0.3852 -0.3832 -3.2903
O 0.7788 -0.2106 1.9350
H -0.1307 4.6961 0.3468
H -1.5827 2.0418 -4.4028
C -0.0960 -0.7940 1.1995
C -5.4748 0.4602 -0.8692
H -2.1459 -2.6325 -2.7227
O -1.2676 2.6417 3.0423
C -4.5318 -2.4676 3.5046
F -2.1025 -2.1113 1.0569
C -0.5790 -1.2385 5.8276
H -4.1010 2.4595 3.5063
C 2.0130 -3.5873 3.5150
H -3.1646 1.1738 4.1501
H -4.3430 -2.1178 -3.9234
O 6.4589 -2.7148 0.6294
H 0.0454 -1.7137 5.0705
H -3.8747 2.4097 5.2515
H 1.4250 -2.6937 3.7366
H 2.3966 -1.4435 -1.1677
C 5.9802 -3.1906 -0.4554
H -5.9666 0.0830 -1.7774
```

# 2
Below is the molecule C9H13O3PS at a distorted geometry, with properties calculated with the ωB97M-V functional and the def2-TZVPD basis.

Highest occupied orbital energy   -8.718 eV
ΔE to the lowest compared entry with this formula, charge and spin   0.0 kcal/mol
Orbital gap   8.39 eV

Structure (XYZ):
```
27
C9H13O3PS, DFT the ωB97M-V functional and the def2-TZVPD basis
O 1.1217 -0.2007 1.4481
O -0.8374 2.5614 0.1896
C -0.8955 0.4131 -0.8595
C -1.5159 -1.8714 -1.4661
C -0.4313 -0.1527 -3.1647
C -0.4074 0.7837 -2.0451
H 2.4711 -1.5566 1.8220
H 1.3301 -1.3717 3.1442
C -1.4144 -0.9148 -0.5430
H 1.9992 2.1563 1.4900
H 0.9027 -2.3390 1.7323
P -0.1812 0.6508 1.8821
H -1.8700 -1.0624 0.4323
H -1.9681 -2.8077 -1.2701
C 1.4337 -1.4252 2.0827
H 1.1612 3.5027 2.0998
S -1.4065 -0.2750 3.0523
O 0.5129 1.7669 2.7823
C -0.7241 1.3495 0.2303
C 1.5890 2.5684 2.4015
H 0.6063 -0.1690 -3.3517
H -0.3381 1.8096 -2.1603
H 2.0890 2.6736 3.3026
C -0.7993 -1.6235 -2.8229
H -1.0818 -0.0178 -4.0049
H -1.3647 -2.0212 -3.6351
H 0.0188 -2.4274 -2.7687
```

# 3
Below is a structure of composition C33H29F6GaN3O5PS3, with properties calculated with the ωB97M-V functional and the def2-TZVPD basis.

Highest occupied orbital energy   -14.471 eV
Charge   +2
ΔE to the lowest compared entry with this formula, charge and spin   4.8 kcal/mol
Orbital gap   8.53 eV

Structure (XYZ):
```
81
C33H29F6GaN3O5PS3, DFT the ωB97M-V functional and the def2-TZVPD basis
C -1.3750 0.2356 2.1908
H 3.9669 3.3438 2.7991
Ga 0.2998 -0.0031 -0.7127
C -2.7452 -0.0075 -4.6594
H -2.3973 -0.6005 -5.5050
S 3.0309 0.5804 -2.2383
C 0.8663 4.0699 -2.6541
H -0.8934 2.8406 2.0120
H 3.3408 -3.7388 4.3469
H -2.9945 -3.8791 1.3576
F 4.5121 1.2042 -0.1656
N 0.2155 -1.9299 -1.3450
H -0.6940 -0.0803 4.1951
C -3.9215 0.3490 3.3540
S 1.6305 2.8089 -1.5433
O 3.2323 -0.2488 -3.3763
H 0.0456 5.0512 2.5495
C 2.7712 -2.9780 3.8289
O 2.3777 3.4800 -0.5391
C -0.5997 -2.9483 -0.8167
C 2.3676 -3.1878 2.5190
H -1.8979 -1.2092 -3.0863
H 2.8039 -1.6120 5.4868
H 0.3585 0.1221 -3.1134
H 2.4709 5.3038 2.9484
H -1.7878 1.7613 -2.5654
H -2.7698 1.0376 -4.9824
H -4.9098 0.3961 3.7907
C 2.4665 -1.7839 4.4730
C -1.5654 -2.8258 0.1836
C 0.6992 4.1913 2.4795
C 1.6410 -2.2098 1.8565
H -0.8313 -6.3017 -1.4423
C -2.5353 0.5923 -0.0999
F 0.1558 3.4649 -3.5947
P 0.3622 0.2348 1.6339
O -3.7059 0.9700 -0.5796
C 2.9055 3.2305 2.6228
C -3.7692 0.5013 1.9868
N -1.6251 0.3750 -0.9975
C 1.3076 -1.0206 2.5049
H 1.5514 0.1386 4.3129
F 1.8117 4.8007 -3.1919
F 5.3317 1.7733 -2.0853
H -3.7649 -0.3249 -4.4408
C -1.9921 -5.2028 -0.0089
C 0.1727 2.9474 2.1748
C -2.1794 0.7650 -2.3349
C -1.0390 -5.3395 -0.9923
C 2.3883 1.9819 2.3138
F 0.0726 4.8063 -1.8953
C 1.0343 -2.4104 -2.2532
H -1.7643 -1.8774 0.6554
H 3.0487 1.1253 2.2535
H 1.3486 -2.3738 0.8305
H -0.0229 -0.7100 -4.6085
C -0.3700 0.0694 -3.9297
C -2.2481 -3.9547 0.5775
H -4.2014 -0.0824 -2.2764
C 1.0185 1.8404 2.0971
H -4.6443 0.6581 1.3759
C 1.7440 -0.8038 3.8150
C -1.5536 0.0831 3.5610
H -2.9106 0.0108 5.2168
C -1.8021 -0.1863 -3.4680
C -3.6681 0.8330 -2.0242
O 2.2325 -0.0523 -1.1223
C 4.6945 0.8354 -1.4222
C -2.5108 0.4480 1.3792
H -2.5452 -6.0716 0.3209
C 2.0634 4.3313 2.7043
S 0.9165 -4.0635 -2.5625
H 2.6268 -4.1074 2.0103
H -0.2985 1.0255 -4.4491
F 5.3384 -0.3111 -1.4809
C -0.3444 -4.1952 -1.3857
C -2.8099 0.1357 4.1466
H -4.1762 1.6905 -2.4510
N 2.4435 1.9696 -2.6062
H 1.7459 -1.7990 -2.7909
O 0.4517 2.0173 -1.0680
```

# 4
Below is a cluster of 3 separate species, C14H23N3O5 in total at a distorted geometry, with properties calculated with the ωB97M-V functional and the def2-TZVPD basis.

Highest occupied orbital energy   -8.025 eV
ΔE to the lowest compared entry with this formula, charge and spin   85.2 kcal/mol
Orbital gap   8.51 eV

Structure (XYZ):
```
45
C14H23N3O5, DFT the ωB97M-V functional and the def2-TZVPD basis
H -2.2158 0.6431 5.3224
N 0.3103 -2.1704 -2.2083
C -0.3203 -1.2865 6.9924
H -1.8900 -0.5805 -2.4440
C 0.0967 -3.5169 -2.3290
H -3.5677 1.0783 -0.8360
C -0.5063 -0.5183 4.8864
C -2.4013 1.3032 -2.6575
C 1.7531 -2.9017 -3.7181
O -1.5582 0.7527 -0.4787
O 0.0559 0.0057 1.7239
H -2.1113 -0.1565 7.6925
C -0.0854 0.9955 1.1771
N -1.5105 0.0104 5.6520
C -1.4066 -0.4558 6.9352
H -0.6873 2.5049 -2.4935
O -1.3391 1.3768 0.7611
H 1.6270 -0.7583 -3.1116
H 0.0267 -1.8090 7.8685
H -0.6610 -4.0120 -1.7454
H 3.1240 2.8756 -0.7052
C 0.9792 -4.0005 -3.2571
H -0.1917 -1.5557 -1.5924
H -2.1209 3.4320 -3.0615
H -3.3775 1.2835 -3.1436
H -1.2133 2.2815 -4.1330
H 0.9515 1.9185 -1.1816
C 1.5122 1.4384 -0.3818
O -1.6215 0.1782 -2.9746
C 0.2517 -1.3259 5.6915
H 3.6498 1.5414 -2.3844
H -0.4182 -0.2743 3.8403
C 2.9743 1.8313 -0.4513
C -1.5707 2.5014 -3.1286
H 1.0613 -5.0273 -3.5722
H 2.5401 -2.9274 -4.4533
H 1.4332 0.3545 -0.4547
H -2.5923 2.5152 -0.8687
H 3.5054 1.6123 0.4706
C 1.3141 -1.7874 -3.0551
H 1.1197 -1.8843 5.3828
N 3.6373 1.0383 -1.5064
C -2.5838 1.4604 -1.1281
O 0.9207 1.8163 0.9048
H 3.1537 0.1638 -1.6743
```

# 5
Below is the molecule C27H28FN5O3, with properties calculated with the ωB97M-V functional and the def2-TZVPD basis.

Highest occupied orbital energy   -9.148 eV
ΔE to the lowest compared entry with this formula, charge and spin   4.2 kcal/mol
Orbital gap   9.47 eV

Structure (XYZ):
```
64
C27H28FN5O3, DFT the ωB97M-V functional and the def2-TZVPD basis
N 3.9078 -2.9787 3.3578
C -1.8300 -3.4609 0.3740
C -0.8105 -0.3211 -4.8801
H -1.4414 -0.3793 -2.8285
H -0.7801 2.8508 -2.0599
H 1.3750 1.4779 -3.1519
H -1.2379 -1.7028 -0.6917
C 3.9286 -1.6585 3.4190
H -0.9583 -1.9728 -3.4453
C -0.2331 0.6650 1.7340
C -0.4596 -2.4476 2.5278
C -1.4498 4.0099 -0.3796
H -1.0648 -4.2181 3.5568
C -2.0696 1.6584 0.0744
H -2.3030 -5.1381 1.6081
C 1.6093 -1.0409 -0.7910
H -0.7210 1.7265 -4.2352
N -0.9503 6.3472 -0.4525
C 2.3961 -2.8260 1.5157
C 2.4164 -1.4377 1.5838
H 1.9394 0.4535 0.7076
H 0.2282 4.8217 -3.1892
C 0.6939 -0.5918 -3.0148
C -0.3562 6.1681 -1.6209
H 3.2523 0.2308 2.6529
C -1.6409 0.6703 2.3183
H -1.9461 5.4979 1.1069
H 1.3654 -1.4294 -3.2211
H 0.0612 7.0567 -2.0739
H 2.0026 0.4302 -4.4190
C 1.5659 -0.5795 0.6815
C -0.2667 4.9294 -2.2365
C 3.1654 -3.5415 2.4210
O 0.4257 1.6868 1.6832
C -1.1942 -2.2397 0.2418
C -0.5009 -1.7345 1.3334
C -2.6685 0.8012 1.1793
H 3.1825 -4.6232 2.3990
N 0.7683 -0.3677 -1.5885
O -1.6245 1.1590 -0.9414
C -0.7378 -0.9069 -3.4748
N 0.2022 -0.5065 1.2145
F -2.5086 -3.9508 -0.6801
C -0.8252 3.8283 -1.6104
H 4.5520 -1.2357 4.1962
H 1.8156 -3.3392 0.7673
C 3.2071 -0.8440 2.5612
H -1.6973 1.5368 2.9798
H 0.0866 -2.0461 3.3682
C -1.4764 5.3025 0.1498
O 2.3760 -1.8984 -1.1775
H -3.5982 1.2331 1.5519
H -0.2843 -0.9673 -5.5843
H 0.2480 1.4220 -5.6801
C -1.7978 -4.1875 1.5505
N -2.0520 2.9817 0.3506
H -1.8347 -0.1908 -5.2262
C 1.1201 0.6571 -3.8222
H -2.4118 3.2711 1.2502
C -1.1063 -3.6666 2.6307
H -2.8813 -0.1814 0.7561
H -1.8359 -0.2306 2.8985
C -0.0678 1.0033 -4.7257
H 0.1276 0.3209 -1.2128
```

# 6
Below is the molecule C5H10O at a distorted geometry, with properties calculated with the ωB97M-V functional and the def2-TZVPD basis.

Highest occupied orbital energy   -10.087 eV
ΔE to the lowest compared entry with this formula, charge and spin   44.1 kcal/mol
Orbital gap   11.12 eV

Structure (XYZ):
```
16
C5H10O, DFT the ωB97M-V functional and the def2-TZVPD basis
C -0.5556 0.2560 -0.9112
H 1.7763 0.5059 0.3537
H -0.6865 -1.9703 1.6443
C -0.4340 -1.5626 0.6627
O 0.7438 -2.2207 0.2553
C 0.8056 0.9627 0.5799
H -1.2013 0.3636 1.1367
H -1.3273 -1.7381 -0.0414
C -0.3669 -0.0528 0.5584
H 0.8856 1.9519 -1.4544
H 0.9045 1.5801 1.4774
H 0.1490 -0.3445 -1.5039
H -1.5587 -0.1369 -1.2020
H 1.1554 -1.6984 -0.4474
H -0.4640 2.4772 -0.4245
C 0.1740 1.6270 -0.6836
```

# 7
Below is a structure of composition C12H10MnN3OS2, with properties calculated with the ωB97M-V functional and the def2-TZVPD basis.

2S+1   2
Highest occupied orbital energy (alpha / beta)   -20.646 / -20.717 eV
⟨S²⟩   1.00
Charge   +3
Orbital gap (alpha / beta)   5.95 / 5.86 eV

Structure (XYZ):
```
29
C12H10MnN3OS2, DFT the ωB97M-V functional and the def2-TZVPD basis
N 0.0767 0.1231 0.6622
C 1.1893 0.4456 1.3548
H 0.9424 0.6309 5.3521
Mn 0.6881 0.1359 -1.0825
N -3.5351 2.5457 -3.8845
H 2.3599 -2.3076 -3.4635
H 3.2310 -2.4527 -1.9316
H 2.1196 0.8225 3.2264
C -1.7094 1.1791 -2.7032
C -2.7123 1.9309 -3.3579
C -1.1296 -0.0158 2.6977
C -1.0847 -0.1056 1.3372
H -0.7344 1.2011 5.2040
C -0.0274 0.4163 4.9129
C 1.2026 0.5587 2.7163
S -0.4267 1.9313 -2.0186
C 2.2826 -0.6113 -2.2557
H -0.4229 -0.5122 5.3357
N -3.9406 -1.2190 -3.9142
H 3.9167 -1.4214 -3.2557
S -0.7781 -1.3247 -2.0174
C 0.0190 0.3194 3.4376
H 2.1021 0.6430 0.7775
O 2.2649 0.5583 -2.2608
H -1.9575 -0.3686 0.7554
C -1.8691 -0.3020 -2.7080
C -3.0061 -0.8199 -3.3643
C 3.0051 -1.7691 -2.7570
H -2.0661 -0.2118 3.2052
```

# 8
Below is a structure of composition O4RbS at a distorted geometry, with properties calculated with the ωB97M-V functional and the def2-TZVPD basis.

Highest occupied orbital energy   -2.755 eV
Charge   -1
ΔE to the lowest compared entry with this formula, charge and spin   6.4 kcal/mol
Orbital gap   4.12 eV

Structure (XYZ):
```
6
O4RbS, DFT the ωB97M-V functional and the def2-TZVPD basis
S 2.4509 -4.2523 3.1044
O 2.8765 -5.5314 2.5139
O 3.5448 -3.6885 3.9133
O 2.0836 -3.2498 2.0645
Rb 1.0540 -7.1855 4.2298
O 1.2551 -4.5275 3.9392
```

# 9
Below is the molecule C2H2N2O2S at a distorted geometry, with properties calculated with the ωB97M-V functional and the def2-TZVPD basis.

Highest occupied orbital energy   -10.462 eV
ΔE to the lowest compared entry with this formula, charge and spin   26.5 kcal/mol
Orbital gap   10.74 eV

Structure (XYZ):
```
9
C2H2N2O2S, DFT the ωB97M-V functional and the def2-TZVPD basis
N 0.3114 -0.9279 -0.1705
C -0.5519 -0.0038 -0.1010
H 1.7977 1.6185 0.4809
C 1.5620 -0.2970 -0.0463
O 2.6437 -0.8203 0.1537
O -0.0923 1.2934 0.0741
N 1.2937 1.0632 -0.1625
S -2.3241 -0.1874 0.0410
H -2.3194 -1.5473 0.2562
```

# 10
Below is a structure of composition C4H9NO2 at a distorted geometry, with properties calculated with the ωB97M-V functional and the def2-TZVPD basis.

Highest occupied orbital energy   -8.390 eV
ΔE to the lowest compared entry with this formula, charge and spin   86.1 kcal/mol
Orbital gap   9.08 eV

Structure (XYZ):
```
16
C4H9NO2, DFT the ωB97M-V functional and the def2-TZVPD basis
H 1.8004 0.1784 -0.6468
C 0.5561 1.3057 0.7172
H -1.3332 0.1221 1.6208
H 0.4487 2.1149 0.0031
O 1.8311 -0.6419 1.2783
H 0.0829 -1.2099 -2.1739
C -0.5851 -0.5519 -1.6198
O -0.3944 -1.8331 0.4062
C -0.3312 -0.7152 -0.1340
H -0.4330 0.4777 -1.9493
C 1.2202 0.1110 0.2728
H -1.6197 -0.8439 -1.8272
H 1.2750 -1.4410 1.3896
H 0.6264 1.5715 1.7661
N -1.1566 0.5508 0.7152
H -1.9878 0.8048 0.1817
```

# 11
Below is a cluster of 2 separate species, ClH2N2O in total at a distorted geometry, with properties calculated with the ωB97M-V functional and the def2-TZVPD basis.

Highest occupied orbital energy   -4.659 eV
Charge   -1
ΔE to the lowest compared entry with this formula, charge and spin   71.8 kcal/mol
Orbital gap   9.13 eV

Structure (XYZ):
```
6
ClH2N2O, DFT the ωB97M-V functional and the def2-TZVPD basis
O 2.2793 -0.4370 -0.3420
H 0.0115 0.7503 -0.6109
N 0.1044 0.1122 0.1146
Cl -2.7721 0.1665 -0.1004
H -0.7718 0.0123 0.5599
N 1.1487 -0.6042 0.3788
```